{"formula": "C12H21AsNOReSSe", "method": "ωB97M-V with the def2-TZVPD basis set", "charge": 3, "spin_multiplicity": 4, "total_energy_ha": -5712.20229, "molar_mass_g_mol": 567.462, "de_lowest_kcal_mol": 27.8, "orbital_gap_ev": [6.57, 5.51], "homo_ha": [-0.680, -0.678], "symbols": ["Re", "C", "C", "C", "C", "C", "C", "H", "H", "H", "H", "H", "H", "Se", "C", "N", "C", "As", "C", "C", "O", "H", "H", "H", "H", "H", "H", "H", "H", "H", "C", "S", "C", "H", "H", "H", "H", "H", "H"], "coordinates": [[1.07552, 0.80758, -0.19085], [1.95442, 0.00304, -1.96162], [1.97022, 1.47249, -2.01206], [1.69442, 2.10219, -3.25047], [1.35460, 1.33383, -4.33944], [1.07061, -0.04103, -4.26290], [1.29987, -0.67758, -3.07029], [2.93616, -0.38243, -1.63459], [2.53875, 2.09412, -1.25760], [1.76668, 3.20963, -3.41570], [1.18060, 1.83416, -5.29578], [0.64748, -0.53808, -5.10721], [1.06086, -1.74330, -2.98122], [2.43710, -1.16603, 0.54732], [1.17970, 1.49206, 1.73808], [0.91618, 1.68558, 2.85227], [-0.54021, -1.87345, 1.95623], [0.10742, -1.84954, 0.11442], [-1.25911, -1.88285, -1.31581], [0.78867, -3.67024, -0.31797], [-0.59898, 1.00177, -0.38210], [-1.11463, -2.83077, 2.10392], [-1.20716, -1.03074, 2.09793], [0.39542, -1.82553, 2.53535], [-1.96879, -2.68758, -1.02911], [-0.79841, -1.91916, -2.29605], [-1.78590, -0.87841, -1.31066], [-0.09299, -4.30478, -0.47113], [1.33966, -3.91860, 0.59817], [1.45580, -3.65816, -1.21231], [-1.68212, 1.51194, 4.76252], [-3.25709, 1.80534, 3.84013], [-2.72234, 2.86915, 2.52224], [-1.17849, 2.44838, 4.95957], [-1.07886, 0.82333, 4.12539], [-1.99859, 0.95523, 5.64138], [-3.42161, 3.72519, 2.49673], [-2.74745, 2.40412, 1.51342], [-1.71738, 3.29916, 2.70981]], "atomic_forces_ev_per_a": [[-4.43, 0.34, 0.83], [1.78, 1.34, -1.57], [1.15, -0.41, -1.29], [-0.14, 1.48, 0.41], [-0.53, 0.30, -0.95], [0.02, 0.40, 1.32], [0.14, -0.60, -0.05], [-0.55, -0.42, -0.61], [0.26, -0.33, -0.47], [-0.06, -1.17, 0.56], [0.21, -0.09, 0.28], [-0.11, -0.40, -0.39], [0.58, 0.32, -0.14], [-0.04, 0.47, 0.80], [0.28, 0.03, 0.98], [0.20, -0.03, -0.83], [-0.16, -0.85, -0.53], [-0.27, -2.66, -0.53], [-1.10, 2.80, 0.53], [0.20, 0.64, 0.49], [1.76, -0.25, 0.30], [0.71, 0.85, -0.11], [0.13, 0.17, 0.19], [-0.69, -0.03, 0.17], [0.69, 0.26, -0.27], [0.02, -0.71, 0.13], [0.34, -1.29, 0.14], [0.32, 0.05, 0.03], [-0.02, -0.48, -0.46], [-0.55, 0.04, 0.72], [-1.18, -1.03, -0.83], [1.21, 0.06, 0.22], [0.49, 1.08, -0.33], [0.12, 0.15, 0.03], [-0.24, 0.72, 0.31], [0.14, 0.24, 0.25], [-0.01, -0.39, -0.03], [-0.18, -0.07, 0.71], [-0.51, -0.52, 0.01]], "lowdin_charge": [1.137, -0.433, -0.256, 0.012, 0.029, 0.021, -0.040, 0.064, 0.143, 0.166, 0.152, 0.138, 0.111, 0.750, -0.416, 0.070, -0.208, 0.936, -0.180, -0.236, -0.378, 0.093, 0.028, 0.043, 0.087, 0.025, 0.056, 0.065, 0.040, 0.067, -0.269, 1.139, -0.335, 0.071, 0.033, 0.059, 0.081, 0.071, 0.066]}

=====

{"formula": "C12H21Br2N2O9PSc", "method": "ωB97M-V with the def2-TZVPD basis set", "charge": 1, "total_energy_ha": -7506.79701, "molar_mass_g_mol": 573.043, "de_lowest_kcal_mol": 5.7, "orbital_gap_ev": 10.02, "homo_ha": -0.459, "symbols": ["Sc", "O", "C", "O", "C", "C", "C", "C", "C", "O", "C", "C", "O", "O", "H", "H", "H", "H", "H", "H", "H", "H", "Br", "C", "Br", "H", "H", "O", "C", "O", "H", "N", "C", "P", "O", "O", "C", "N", "H", "H", "H", "H", "H", "H", "H", "H", "H", "H"], "coordinates": [[-0.79297, 0.09159, -0.20207], [2.70232, 1.40503, 1.08375], [1.84247, 1.38338, 0.22274], [1.28413, 0.26278, -0.17427], [1.29223, 2.66673, -0.38694], [0.65307, 2.42580, -1.75711], [0.34890, 3.74079, -2.46365], [-0.87591, 4.26037, -1.67177], [-1.05021, 3.17594, -0.61901], [-0.68485, 1.96285, -1.36617], [0.06858, 3.24052, 0.43365], [-0.27335, 2.40149, 1.66238], [0.00780, 2.73671, 2.78301], [-0.87344, 1.25557, 1.36917], [2.10235, 3.39148, -0.41965], [1.13000, 1.65859, -2.35819], [0.10264, 3.56713, -3.50878], [1.20273, 4.41480, -2.42318], [-1.75925, 4.32240, -2.30366], [-0.71392, 5.23458, -1.21465], [-2.05268, 3.05537, -0.21847], [0.26585, 4.25653, 0.76531], [2.80156, -0.45733, -3.41479], [1.69980, -1.76611, -2.56141], [-0.20068, -1.35471, -2.70272], [1.92630, -1.81761, -1.50577], [1.83715, -2.71604, -3.05993], [-2.66788, -0.50259, -0.74783], [-3.49728, -1.46941, -0.66621], [-3.23164, -2.63487, -0.35271], [-4.52680, -1.23298, -0.96700], [1.51311, -0.72200, 2.55375], [1.36525, -2.20845, 2.65342], [0.34980, -2.78619, 1.22214], [1.15813, -3.39079, 0.14351], [-0.54244, -1.59247, 0.95106], [-0.85994, -4.04716, 1.77002], [-1.61411, -4.33404, 0.50789], [1.85329, -0.41679, 1.61708], [2.17770, -0.34323, 3.22926], [0.61623, -0.23390, 2.67438], [0.90228, -2.44856, 3.61005], [2.35556, -2.65642, 2.61229], [-1.56028, -3.66250, 2.50823], [-0.38431, -4.95764, 2.12977], [-2.26575, -5.10899, 0.62056], [-0.94645, -4.57089, -0.23205], [-2.18508, -3.47874, 0.17456]], "atomic_forces_ev_per_a": [[0.05, -0.24, -0.14], [0.02, -0.01, 0.04], [-0.07, -0.10, -0.03], [-0.08, 0.06, -0.06], [0.04, 0.00, -0.01], [0.01, -0.01, 0.00], [0.00, 0.00, 0.00], [0.00, 0.00, 0.00], [0.02, 0.00, 0.01], [0.00, 0.08, 0.02], [-0.04, 0.01, 0.02], [0.06, 0.00, -0.03], [0.04, -0.04, 0.00], [-0.02, 0.02, 0.18], [0.00, 0.00, 0.00], [0.00, 0.00, 0.00], [0.00, 0.00, 0.00], [0.00, 0.00, 0.00], [0.00, 0.00, 0.00], [0.00, 0.00, 0.00], [0.00, 0.00, 0.00], [0.00, 0.00, 0.00], [-0.01, 0.00, 0.02], [0.03, 0.00, -0.01], [0.02, -0.01, 0.04], [0.01, 0.02, -0.01], [-0.02, 0.00, 0.00], [-0.17, -0.08, 0.14], [0.21, 0.12, -0.44], [-0.43, 0.32, -0.02], [-0.01, 0.02, 0.14], [0.01, 0.00, -0.08], [0.01, 0.01, -0.01], [0.10, -0.11, 0.14], [0.03, 0.06, -0.01], [-0.18, 0.26, -0.15], [-0.01, -0.07, -0.04], [0.49, -0.47, 0.30], [0.03, 0.04, 0.06], [-0.03, -0.01, 0.03], [-0.02, 0.00, -0.02], [-0.01, 0.01, 0.00], [0.00, -0.01, -0.01], [0.01, 0.00, 0.01], [-0.01, 0.00, 0.00], [0.03, 0.02, 0.00], [-0.01, -0.03, 0.03], [-0.10, 0.13, -0.11]], "lowdin_charge": [0.928, 0.095, -0.556, -0.176, -0.070, -0.228, -0.069, -0.074, -0.209, -0.162, -0.070, -0.549, 0.129, -0.116, 0.168, 0.102, 0.125, 0.128, 0.125, 0.128, 0.171, 0.166, 0.680, -0.990, 0.764, -0.031, 0.012, -0.154, -0.401, -0.010, 0.149, 0.155, -0.144, 0.456, -0.289, -0.373, -0.175, 0.119, 0.110, 0.176, 0.144, 0.113, 0.115, 0.114, 0.111, 0.165, 0.147, 0.052]}

=====

{"formula": "C12H21Cl2FOTa", "method": "ωB97M-V with the def2-TZVPD basis set", "charge": -1, "total_energy_ha": -1622.22147, "molar_mass_g_mol": 452.151, "orbital_gap_ev": 7.66, "homo_ha": -0.176, "symbols": ["C", "C", "Ta", "O", "C", "C", "C", "C", "C", "Cl", "C", "C", "Cl", "C", "F", "C", "C", "H", "H", "H", "H", "H", "H", "H", "H", "H", "H", "H", "H", "H", "H", "H", "H", "H", "H", "H", "H", "H"], "coordinates": [[-0.53695, 0.56580, 2.88670], [-0.10809, 0.36907, 1.75803], [0.58378, 0.08917, -0.39191], [1.32537, -0.04531, -2.28841], [-1.53667, 0.27338, -1.21383], [-2.66644, 0.82679, -0.29742], [-3.63186, -0.23434, 0.22612], [-3.02052, -1.30877, 1.12899], [1.00212, 2.39662, -0.55629], [-0.41557, 3.46711, -0.75296], [2.16918, 3.02422, -0.51618], [2.42424, 4.50002, -0.56919], [3.66940, 2.11908, -0.39053], [0.38476, -2.21922, -0.27760], [-0.70540, -2.72145, -1.01564], [1.64952, -2.94718, -0.76015], [2.61958, -3.19152, 0.40238], [-0.64984, 0.68637, 3.93113], [2.23870, -0.25367, 0.39287], [1.47622, 0.82279, -2.67392], [-1.93211, -0.64069, -1.66483], [-1.42753, 0.98452, -2.04024], [-2.30185, 1.47821, 0.49174], [-3.28654, 1.48522, -0.92157], [-4.39436, 0.29156, 0.80937], [-4.15627, -0.72839, -0.59282], [-3.03964, -1.02942, 2.18019], [-1.99150, -1.55402, 0.88690], [-3.58813, -2.23964, 1.05442], [3.25971, 4.67886, -1.24668], [2.76857, 4.83717, 0.40824], [1.55903, 5.05560, -0.90017], [0.28226, -2.43982, 0.79034], [1.33441, -3.93358, -1.11693], [2.13239, -2.41654, -1.57787], [2.08785, -3.70186, 1.20560], [3.43957, -3.83355, 0.08358], [2.97638, -2.24286, 0.79226]], "atomic_forces_ev_per_a": [[0.90, -0.24, -0.84], [-0.21, 0.34, -0.28], [0.06, -0.07, -2.52], [-0.72, 0.30, 2.12], [-0.47, -0.24, 1.35], [-0.37, 0.01, -1.01], [0.22, 0.08, 0.70], [-0.18, -0.36, 0.12], [0.00, -0.63, 0.10], [0.10, -0.18, 0.12], [-0.09, 0.74, -0.13], [0.70, -0.29, -0.09], [-0.09, -0.04, 0.02], [1.39, 1.20, -0.19], [-0.32, -0.20, 0.13], [-0.26, -0.34, 0.63], [-0.32, 0.06, -0.33], [-0.35, 0.08, 0.28], [-0.58, -0.42, 0.35], [0.13, 0.01, -0.17], [0.27, -0.14, -0.08], [0.42, 0.04, -0.04], [0.15, -0.18, 0.29], [-0.02, 0.11, 0.04], [-0.19, -0.05, -0.06], [0.12, 0.11, -0.27], [0.11, 0.21, 0.06], [0.06, 0.08, -0.17], [-0.05, -0.04, -0.04], [-0.03, 0.11, -0.13], [-0.16, 0.16, 0.13], [-0.15, 0.08, 0.09], [-0.56, -0.35, -0.04], [-0.07, 0.03, -0.23], [0.07, -0.02, -0.12], [0.01, -0.09, 0.10], [0.22, 0.11, 0.05], [0.25, 0.00, 0.05]], "lowdin_charge": [-0.067, -0.315, 1.682, -0.407, -0.349, -0.348, -0.277, -0.120, -0.761, 0.550, -0.878, -0.176, 0.586, -0.466, -0.139, -0.306, -0.146, -0.019, -0.089, -0.016, 0.039, 0.017, 0.051, 0.086, 0.092, 0.094, 0.054, 0.026, 0.062, 0.058, 0.075, 0.026, 0.065, 0.097, 0.074, 0.063, 0.058, 0.024]}